A cluster of 9 separate species, C32H47N7O2S2 in total at a distorted geometry, computed with wB97M-V/def2-TZVPD.

Geometry as ORCA input:
```
! RIJCOSX wB97M-V def2-TZVPD def2/J DEFGRID3
* xyz 0 1
S 0.420 -3.395 3.670
S 1.831 3.034 0.655
O 2.991 2.230 1.098
O 0.170 -3.223 2.195
N 3.687 -0.456 1.812
N 1.890 -4.069 -0.046
N -2.017 -1.758 -1.838
N -4.880 0.619 -1.925
N 3.054 -0.411 -2.248
N -3.935 0.128 3.310
N -2.753 3.318 -3.630
C -0.705 3.554 -4.374
C 5.303 -1.931 2.381
C 1.261 2.305 -0.923
C 0.503 2.404 1.593
C -1.636 0.354 -2.053
C -5.591 2.597 -1.136
C 4.222 0.278 -2.189
C 2.694 -5.142 -0.293
C -6.091 0.913 -2.585
C 2.810 1.272 -3.627
C 2.760 -3.882 -2.085
C 4.433 -1.455 1.367
C -3.043 -0.457 4.210
C -3.208 1.779 4.660
C 3.272 -5.019 -1.475
C -2.059 3.976 -2.609
C 1.865 -3.291 -1.213
C 0.173 -1.698 4.261
C -1.906 3.046 -4.660
C 2.196 -3.473 3.813
C -4.629 1.635 -1.090
C -1.946 -0.760 -2.749
C -6.583 2.144 -2.120
C -2.625 0.533 5.052
C 4.029 -0.229 3.136
C 2.174 0.137 -3.094
C -1.699 -1.297 -0.572
C 4.090 1.332 -3.011
C 5.000 -1.087 3.532
C -1.467 0.025 -0.690
C -4.017 1.501 3.556
C -0.777 4.201 -3.108
H 2.891 -3.692 -3.129
H -3.064 2.737 5.169
H 2.117 2.360 -1.663
H -3.031 -1.540 4.303
H 0.191 3.369 -4.874
H 0.951 -1.098 3.732
H 1.395 -2.366 -1.296
H 1.027 1.250 -0.813
H -4.206 -0.207 -2.169
H 4.329 -1.966 0.377
H -4.466 -0.353 2.601
H -2.585 4.223 -1.674
H -1.808 -1.950 0.289
H -4.423 2.284 2.790
H 2.671 -5.991 0.334
H -3.739 1.602 -0.445
H 1.229 -0.428 -3.294
H 1.332 -3.990 0.758
H 4.973 0.000 -1.465
H 0.676 2.645 2.657
H 0.402 2.875 -1.242
H 2.539 -4.479 3.884
H 2.889 -1.262 -1.769
H 3.524 0.563 3.668
H 2.368 1.877 -4.428
H -3.728 3.242 -3.699
H 5.346 -1.273 4.518
H 2.538 -2.939 4.716
H 3.846 -5.778 -1.971
H -0.491 2.667 1.291
H -1.226 0.710 0.101
H -5.635 3.491 -0.462
H 0.413 1.328 1.438
H 3.252 0.167 1.143
H -2.184 2.320 -5.349
H -7.557 2.621 -2.348
H 0.002 4.627 -2.484
H -1.557 1.350 -2.441
H -2.416 -2.670 -1.908
H 4.755 2.103 -3.239
H -6.533 0.142 -3.184
H 2.591 -2.853 3.004
H -2.003 0.430 5.918
H 6.101 -2.682 2.310
H -2.212 -0.742 -3.822
H -0.866 -1.383 3.861
H 0.120 -1.628 5.351
*
```

Values from the calculation:
E	-70137.4769	eV
strongest force on any atom	0.0880	hartree/bohr
Kohn-Sham gap	8.24	eV

A cluster of 13 separate species, H27O13 in total at a distorted geometry, computed with wB97M-V/def2-TZVPD.

Geometry as ORCA input:
```
! RIJCOSX wB97M-V def2-TZVPD def2/J DEFGRID3
* xyz 1 1
O 0.482 -2.378 -1.115
O 1.314 -0.430 2.802
O 2.154 1.195 -0.931
O -1.648 3.361 0.146
O -1.724 1.516 -3.548
O 0.575 2.159 3.192
O 0.977 -2.754 1.229
O -0.136 0.085 -0.055
O -3.275 -1.939 -0.124
O -1.764 0.261 2.342
O 2.647 -1.098 -3.179
O -1.938 -2.169 -2.595
O 3.294 2.092 1.007
H -0.353 -2.420 -1.469
H 0.199 -2.672 0.611
H 2.825 2.620 1.614
H -1.880 1.230 -2.609
H 1.448 -3.522 1.004
H -0.383 -0.813 -0.083
H -2.065 -1.435 -2.048
H -1.131 2.607 -0.090
H 2.665 1.774 -0.387
H 1.172 0.579 2.333
H 1.050 -2.881 -1.936
H -2.659 -2.327 -3.159
H -2.156 1.137 2.196
H -2.294 -0.225 2.798
H 1.235 -1.201 2.007
H 2.231 -0.880 -2.456
H -4.152 -2.073 -0.383
H -3.564 -1.907 0.848
H 0.308 1.860 4.042
H 1.463 1.850 -1.250
H 0.900 0.111 -0.301
H -1.401 0.732 -4.033
H 4.034 1.551 1.250
H 0.389 -0.554 3.397
H 0.157 3.161 3.009
H 2.610 -0.253 -3.646
H -1.603 4.049 -0.430
*
```

Values from the calculation:
E	-27045.7238	eV
strongest force on any atom	0.1630	hartree/bohr
Kohn-Sham gap	10.14	eV

A cluster of 4 separate species, C3H14NO4 in total at a distorted geometry, computed with wB97M-V/def2-TZVPD.

Geometry as ORCA input:
```
! RIJCOSX wB97M-V def2-TZVPD def2/J DEFGRID3
* xyz 1 1
O -2.187 1.506 -0.822
O -0.984 1.595 1.370
O -0.374 0.671 -2.526
O 2.820 0.544 0.511
N 0.170 -0.659 0.063
C -0.914 0.630 2.131
C -0.078 -0.619 1.605
C 0.512 -2.137 -0.429
H -3.109 1.634 -0.904
H 1.064 -0.112 -0.169
H -0.553 -0.353 -0.589
H 0.405 -2.085 -1.681
H 3.578 0.790 -0.057
H 0.949 -0.563 2.132
H -0.561 -1.558 2.051
H 2.565 1.419 0.877
H -0.327 -2.680 -0.215
H 1.347 -2.340 0.058
H -1.356 0.461 3.084
H -1.826 2.218 -0.235
H -0.792 1.489 -2.921
H -0.346 0.148 -3.333
*
```

Values from the calculation:
E	-13010.0884	eV
strongest force on any atom	0.1523	hartree/bohr
Kohn-Sham gap	11.07	eV

The ion C5H4NO3 with charge -1 at a distorted geometry, computed with wB97M-V/def2-TZVPD.

Geometry as ORCA input:
```
! RIJCOSX wB97M-V def2-TZVPD def2/J DEFGRID3
* xyz -1 3
O -1.212 2.049 0.140
O 3.123 0.005 0.166
O 0.695 -2.042 -0.052
N -0.431 -0.167 0.082
C 1.156 1.419 -0.051
C 1.917 0.291 -0.040
C 0.726 -0.840 0.059
C -1.594 -0.965 -0.039
C -0.246 1.262 0.054
H -1.748 -1.303 -1.136
H -2.531 -0.378 0.188
H 1.490 2.480 0.076
H -1.345 -1.812 0.551
*
```

Values from the calculation:
E	-12880.9000	eV
strongest force on any atom	0.1288	hartree/bohr
Kohn-Sham gap (spin up / spin down)	5.02 / 6.49	eV

A cluster of 3 separate species, C37H72BClN3O3 in total at a distorted geometry, computed with wB97M-V/def2-TZVPD.

Geometry as ORCA input:
```
! RIJCOSX wB97M-V def2-TZVPD def2/J DEFGRID3
* xyz 1 1
Cl -3.080 1.883 0.234
O -4.518 -3.608 1.007
O -0.828 -3.326 -6.057
O -3.186 -1.786 2.014
N -0.551 -3.499 -3.525
N -1.664 -1.249 -3.252
N -2.421 -0.434 -2.528
C -2.776 3.263 -9.890
C -3.640 5.130 -7.524
C -4.071 0.511 -0.564
C 0.170 1.370 -3.300
C -5.374 2.705 -1.528
C -3.178 4.336 -6.302
C 2.718 -1.443 1.814
C -1.759 -4.552 -0.966
C -5.278 1.095 -1.523
C -3.146 -0.589 -1.289
C -0.684 -3.222 -4.815
C 3.983 -3.844 1.692
C -2.971 -2.024 -0.601
C 7.057 0.346 8.226
C 3.033 -4.392 0.470
C -0.210 -4.934 1.238
C -0.248 -4.703 -0.356
C 5.892 0.011 4.659
C 2.113 -0.452 2.967
C 0.918 1.755 3.642
C -1.427 -2.563 -2.774
C 6.951 1.487 7.212
C 1.217 0.751 2.374
C -4.579 4.379 -8.475
C -1.568 2.443 4.122
C -2.083 -3.017 -1.425
C 5.029 0.434 5.840
C 6.151 0.530 9.435
C -1.211 1.248 -4.141
C 3.155 -2.807 2.609
C -4.324 3.930 -5.384
C 5.571 1.664 6.570
C -4.023 3.070 -9.039
C 2.339 -5.810 0.800
C -2.511 0.944 -3.191
C 1.073 -5.741 1.796
C -0.219 2.859 3.324
B -3.584 -2.527 0.804
H 1.927 2.187 3.986
H -5.181 0.740 -2.616
H -1.411 2.320 -4.562
H -2.757 5.469 -8.076
H 0.172 3.871 3.750
H -5.032 3.268 -5.890
H -4.668 0.074 0.338
H 3.150 -6.455 1.336
H -4.838 -3.509 1.949
H -2.441 2.302 -10.291
H 3.779 -4.595 -0.406
H -2.621 3.446 -6.609
H -2.980 3.928 -10.734
H 5.443 -0.851 4.155
H -4.148 6.041 -7.186
H 5.624 2.502 5.865
H -4.867 4.809 -5.026
H -1.951 3.684 -9.310
H -3.485 1.035 -3.828
H 2.313 -3.585 0.086
H 6.385 1.462 9.958
H -2.541 1.805 -2.438
H 7.701 1.332 6.428
H 6.840 -0.614 7.746
H 4.848 1.964 7.337
H -0.290 -3.951 1.826
H -2.457 2.885 3.525
H -2.479 4.955 -5.729
H -1.786 -5.157 -1.965
H 6.897 -0.279 4.976
H 4.916 -0.405 6.532
H -1.151 0.563 -5.058
H 1.438 -5.268 2.780
H 4.439 -4.715 2.302
H 4.878 -3.266 1.215
H 0.768 -6.832 2.042
H 0.560 1.049 4.497
H 4.024 0.665 5.469
H 3.656 -1.020 1.300
H -4.797 2.603 -9.657
H 3.818 -2.495 3.511
H -3.936 3.393 -4.512
H -3.810 2.363 -8.230
H -1.564 2.828 5.213
H -3.312 -0.827 1.769
H 1.067 1.640 -3.995
H 0.259 -5.528 -0.980
H -5.525 3.160 -0.469
H -5.524 4.168 -7.963
H -1.170 -5.546 1.502
H 2.194 -3.275 3.076
H 0.255 -3.667 -0.548
H 1.766 1.342 1.539
H -1.696 1.287 4.186
H -4.832 5.046 -9.308
H 1.935 -1.693 1.010
H 7.225 2.427 7.706
H -2.576 -5.008 -0.305
H 0.433 0.309 -2.886
H 2.088 -6.390 -0.173
H -6.350 2.974 -2.107
H 5.096 0.549 9.151
H 0.199 0.380 1.978
H 5.980 0.821 3.930
H 1.520 -1.143 3.688
H -0.399 2.903 2.189
H -6.304 0.683 -1.151
H -4.520 3.230 -2.111
H 6.289 -0.296 10.138
H 0.103 2.054 -2.379
H 8.094 0.286 8.573
H 3.060 -0.056 3.546
*
```

Values from the calculation:
E	-63335.8825	eV
strongest force on any atom	0.1724	hartree/bohr
Kohn-Sham gap	7.24	eV

An isolated molecule of C22H23N5O3 at a distorted geometry, computed with wB97M-V/def2-TZVPD.

Geometry as ORCA input:
```
! RIJCOSX wB97M-V def2-TZVPD def2/J DEFGRID3
* xyz 0 1
O 6.844 -2.111 0.188
O -6.038 -1.285 -0.962
O 4.914 1.675 -1.415
N 2.191 0.387 -0.610
N 4.575 -2.018 0.327
N 5.806 -0.259 -0.595
N 2.185 -1.636 0.356
N 0.100 -0.565 -0.028
C 0.660 3.355 1.974
C -0.645 -1.553 0.728
C 3.458 -1.283 0.072
C 1.720 1.620 -1.200
C 5.811 -1.510 -0.011
C 4.733 0.585 -0.903
C -4.436 -1.363 0.879
C -3.105 -1.429 1.260
C -3.751 -1.422 -1.422
C -2.434 -1.497 -1.029
C -7.112 -1.235 -0.054
C -2.091 -1.500 0.321
C 4.465 -3.319 0.947
C 1.451 -0.611 -0.064
C -1.099 2.458 -1.844
C -0.646 3.718 1.694
C -0.461 2.754 -0.517
C -1.193 3.421 0.460
C 1.401 2.693 1.015
C 0.856 2.384 -0.226
C 3.510 -0.032 -0.525
C -4.771 -1.356 -0.470
H -2.120 2.830 -1.860
H -4.025 -1.418 -2.465
H -1.129 1.386 -2.043
H 2.423 2.408 1.221
H -7.145 -2.128 0.579
H 1.099 3.589 2.932
H -0.304 0.362 -0.034
H -8.012 -1.194 -0.665
H -7.064 -0.342 0.578
H 6.725 0.095 -0.831
H -2.211 3.711 0.245
H 2.613 2.201 -1.454
H -1.652 -1.556 -1.771
H -0.547 -1.386 1.809
H -1.238 4.236 2.435
H -2.861 -1.429 2.313
H -0.549 2.940 -2.651
H 5.471 -3.716 1.066
H 3.870 -3.979 0.315
H -0.202 -2.526 0.499
H 3.975 -3.224 1.916
H -5.196 -1.314 1.642
H 1.179 1.392 -2.123
*
```

Values from the calculation:
E	-36782.4980	eV
SMILES string	COc1ccc(CNc2nc3c(c(=O)[nH]c(=O)n3C)n2Cc2ccccc2C)cc1
strongest force on any atom	0.0273	hartree/bohr
Kohn-Sham gap	8.28	eV

The ion C4HBrNO3 with charge -1 at a distorted geometry, computed with wB97M-V/def2-TZVPD.

Geometry as ORCA input:
```
! RIJCOSX wB97M-V def2-TZVPD def2/J DEFGRID3
* xyz -1 1
Br 5.078 0.087 0.083
O -0.398 -2.493 0.179
O 1.870 -3.105 -0.254
O 0.955 1.048 -0.104
N 2.317 0.678 0.172
C 0.091 0.074 0.197
C 3.109 0.516 -0.828
C 0.987 -2.375 -0.036
C 0.279 -1.195 -0.025
H -0.825 0.655 0.011
*
```

Values from the calculation:
E	-81834.4942	eV
strongest force on any atom	0.0776	hartree/bohr
Kohn-Sham gap	7.41	eV

A structure of composition H8MgO16S3 at a distorted geometry, computed with wB97M-V/def2-TZVPD.

Geometry as ORCA input:
```
! RIJCOSX wB97M-V def2-TZVPD def2/J DEFGRID3
* xyz -4 1
S -2.647 -1.308 0.995
S 2.674 1.051 -1.836
S 1.467 -0.780 2.612
Mg 0.067 -0.247 -0.261
O 1.934 2.267 -2.112
O 3.821 1.415 -1.005
O -0.144 1.737 -0.169
O -2.043 -2.632 1.129
O -2.968 1.905 -0.047
O -0.539 0.178 -2.220
O 0.780 -0.281 1.422
O 1.918 0.257 -0.902
O 2.882 -0.465 2.350
O 0.505 -2.153 -0.382
O 0.925 -0.117 3.814
O -3.695 -1.412 0.037
O 1.347 -2.211 2.668
O -3.023 -0.780 2.285
O -1.606 -0.545 0.350
O 2.981 0.285 -3.042
H -0.285 2.546 -0.661
H -0.993 0.975 -2.491
H -2.253 1.283 0.092
H -0.267 -0.234 -3.040
H -2.717 2.677 0.459
H 1.379 -2.504 -0.554
H 0.021 -2.889 -0.008
H 0.478 1.979 0.517
*
```

Values from the calculation:
E	-70835.8353	eV
strongest force on any atom	0.0892	hartree/bohr
Kohn-Sham gap	3.99	eV